DFT (ωB97M-V/def2-TZVPD) results for a cluster of 12 separate species, C28H80O12 in total at a distorted geometry.

Structure (XYZ):
```
120
Properties=species:S:1:pos:R:3:forces:R:3
C 1.823244 5.017774 -2.671487 2.020 0.255 0.714
C 1.768147 4.282120 -1.339392 1.575 -0.763 -0.734
C 3.066069 3.464306 -1.061944 -0.884 1.058 -0.487
O 1.514186 5.102894 -0.216675 1.962 -0.177 -0.317
H 0.967387 5.643026 -2.699055 -0.801 0.744 -0.486
H 1.858691 4.317034 -3.514989 -0.128 0.152 0.220
H 2.759080 5.636358 -2.670673 -0.829 -0.255 -0.282
H 0.949433 3.627572 -1.479903 -1.032 -1.221 0.284
H 3.383448 2.786959 -1.861750 -0.403 0.110 0.032
H 2.874475 2.928324 -0.157466 0.241 -0.526 0.659
H 3.869006 4.181462 -0.909886 0.175 0.037 0.185
H 0.592455 5.248781 -0.246343 -1.787 0.562 0.036
C -2.472279 1.834720 -1.848926 0.430 1.758 -0.906
C -2.790544 1.920790 -3.357782 -2.591 -3.180 0.576
C -2.287162 3.002723 -4.186032 -0.564 1.867 0.896
O -2.540938 0.651181 -4.024554 0.441 -0.474 0.251
H -2.767003 2.815333 -1.465223 0.107 0.127 0.216
H -1.389407 1.781196 -1.680609 -0.197 -0.395 0.155
H -3.073988 1.134342 -1.278984 0.257 -0.506 -0.358
H -3.897824 1.898625 -3.425542 0.356 0.440 0.192
H -2.585005 3.910453 -3.660688 -0.130 0.430 -0.345
H -2.648358 3.017013 -5.197797 -0.310 -0.189 -0.313
H -1.248960 3.032362 -4.167371 2.177 -0.088 -0.209
H -1.608240 0.623948 -4.262904 0.262 0.373 -0.207
C 0.540694 0.507616 -6.076323 -0.415 -0.319 -0.365
C 1.407044 0.473528 -4.810731 0.389 0.191 -0.687
C 2.681471 1.295495 -4.997780 0.243 -0.766 1.292
O 0.719631 1.080207 -3.706407 -0.076 -0.245 -0.333
H 1.066418 0.020098 -6.940185 -0.387 0.395 0.775
H 0.292304 1.556502 -6.382259 0.071 -0.877 0.387
H -0.392841 -0.088473 -5.879035 0.665 0.647 -0.383
H 1.641229 -0.608365 -4.628287 -0.062 0.884 0.282
H 3.384994 0.829646 -5.675471 0.269 -0.184 0.046
H 3.114930 1.531564 -4.006109 0.144 -0.696 -0.457
H 2.483300 2.265001 -5.359548 -0.685 1.176 -0.824
H 0.380586 0.366728 -3.164907 -0.229 -0.287 0.234
C -0.867308 -3.737110 -2.557941 1.010 0.913 -1.561
C -0.867740 -2.576353 -3.592701 -0.555 -2.128 0.381
C -2.041769 -2.913452 -4.528595 1.339 -0.005 -0.929
O -0.873998 -1.333031 -2.937520 -0.125 0.478 0.407
H -1.682648 -3.592161 -1.921630 -1.433 0.114 1.089
H 0.023601 -3.742242 -1.976806 0.826 -0.045 0.552
H -0.967550 -4.679330 -3.075377 0.016 -0.314 -0.098
H 0.061703 -2.549929 -4.103186 0.844 -0.445 -0.912
H -2.453710 -2.091556 -5.077092 -0.219 0.803 -0.167
H -2.817334 -3.397964 -3.981387 -0.699 -0.291 0.381
H -1.676518 -3.614667 -5.319979 -0.222 0.360 0.769
H -1.665972 -0.844364 -3.161590 -0.848 0.524 -0.027
C -3.921166 -2.901461 1.896534 0.616 1.196 0.524
C -2.915301 -2.413883 0.841831 -1.833 0.099 -0.095
C -3.658360 -1.612074 -0.287543 0.581 -0.080 -0.466
O -1.943223 -1.627380 1.481856 1.001 0.691 -0.478
H -4.757256 -3.381869 1.458944 -0.823 -0.539 -0.742
H -4.303031 -1.973728 2.348873 0.008 -0.346 0.306
H -3.548052 -3.586196 2.674097 0.353 0.452 -0.362
H -2.495296 -3.287583 0.380695 0.700 -0.517 -0.355
H -4.420353 -2.217710 -0.813871 0.488 -0.124 0.290
H -2.893952 -1.300709 -1.080424 -1.136 -0.073 1.150
H -4.251261 -0.756654 0.106909 0.798 -0.247 -0.109
H -1.310937 -1.269186 0.764065 -0.842 -0.555 0.777
C 3.940458 -0.002787 6.026824 -0.179 -2.477 0.556
C 3.266931 -0.521795 4.771502 -0.338 0.068 0.118
C 4.012672 -1.666812 4.076125 -0.471 -0.458 0.555
O 1.987427 -0.967178 5.201412 0.188 0.219 0.748
H 3.832734 -0.800598 6.820317 -0.147 0.897 -0.666
H 3.530349 0.907088 6.360766 -0.629 1.049 0.484
H 4.987835 0.094347 5.914966 1.194 0.367 -0.404
H 3.084073 0.332931 4.092187 0.444 -0.291 -0.145
H 5.057192 -1.460490 3.836364 -0.109 0.102 0.017
H 3.463260 -1.912627 3.179041 0.015 0.007 -0.586
H 3.937272 -2.603928 4.676126 0.250 0.787 -0.042
H 1.471622 -1.338895 4.488452 -0.240 -0.317 -0.676
C -0.293255 -5.982172 0.892657 -1.836 1.649 -0.153
C 0.016226 -5.882769 2.381148 -0.690 -1.165 0.506
C 1.483521 -5.649404 2.553339 -0.048 1.212 -1.191
O -0.860166 -4.984402 3.104161 0.702 -0.982 -0.935
H 0.298940 -6.675535 0.318112 0.106 -0.632 0.204
H -0.178243 -5.011322 0.359685 0.119 -0.250 0.571
H -1.382005 -6.181584 0.831155 0.561 -0.303 -0.354
H -0.176761 -6.918614 2.799931 0.008 1.000 -0.255
H 1.892009 -6.514562 2.087939 0.944 -0.818 0.017
H 1.763166 -5.549134 3.573390 0.472 0.036 0.846
H 1.865387 -4.799325 1.934162 -0.416 -0.294 0.690
H -0.303510 -4.262727 3.420627 -0.003 0.392 -0.196
C 0.403709 1.081109 1.001482 0.871 -1.322 0.397
C 0.708649 0.101492 -0.088960 1.380 -0.468 -2.713
C 1.961981 -0.785423 0.108504 0.316 0.262 0.855
O -0.413729 -0.764333 -0.389961 0.450 0.716 -0.210
H 0.451947 0.564942 1.975469 -0.568 0.403 -0.134
H -0.520574 1.563042 0.767821 -0.659 0.303 0.271
H 1.194747 1.810865 0.993299 0.220 0.481 0.108
H 0.986744 0.744295 -1.009414 -0.806 -0.920 0.929
H 1.840914 -1.486589 0.971339 0.082 0.707 -0.365
H 2.841443 -0.109129 0.268914 -0.586 -0.683 0.048
H 2.202741 -1.441327 -0.744842 -0.348 0.483 0.023
H -0.446268 -1.060905 -1.336093 0.094 0.276 0.690
C -1.518730 4.810843 0.959454 0.118 0.307 0.452
O -1.256443 5.090252 -0.414046 1.587 -1.495 0.991
H -2.467120 4.287370 1.136301 0.134 0.157 -0.249
H -0.704068 4.194334 1.306184 0.206 -0.318 0.151
H -1.484689 5.732996 1.558169 -0.184 -0.152 -0.125
H -1.966672 5.565956 -0.743926 -1.976 1.500 -1.133
C 2.209948 4.847518 2.903163 -0.824 0.300 0.740
O 1.392477 3.655709 2.820652 0.138 0.769 -0.677
H 2.048512 5.285172 3.922802 0.483 -0.219 -0.730
H 3.281792 4.669826 2.713123 -0.452 -0.044 0.056
H 1.826817 5.590966 2.166150 0.315 -0.857 0.423
H 1.787721 2.918387 3.283894 0.297 0.027 0.256
C -0.864388 -2.352786 4.724026 -0.201 1.116 -1.427
O 0.103497 -2.472370 3.614331 -1.182 1.289 0.253
H -0.344187 -2.641521 5.589628 0.723 0.121 1.281
H -1.359182 -1.337200 4.773672 0.935 -1.006 0.018
H -1.623542 -3.082708 4.571982 -0.840 -0.580 -0.227
H -0.376112 -2.011724 2.884824 0.415 -0.687 0.203
C -2.339401 1.978968 2.933913 -0.183 -0.927 1.053
O -1.991512 0.632891 3.364886 -0.061 1.245 -0.575
H -2.255506 2.153396 1.867789 0.374 -0.143 -0.129
H -3.365800 2.180328 3.202794 -0.614 -0.053 0.019
H -1.769948 2.694580 3.522492 0.468 -0.032 -0.269
H -2.061096 0.054853 2.594618 -0.141 -0.330 -0.027
```
Positions in Å, forces in eV/Å.

Properties
SMILES string: CC(C)O.CC(C)O.CC(C)O.CC(C)O.CC(C)O.CC(C)O.CC(C)O.CC(C)O.CO.CO.CO.CO
Electronic energy (eV): -54900.8000
HOMO level (eV): -9.57
Frontier orbital gap (eV): 10.0

---

DFT (ωB97M-V/def2-TZVPD) results for a structure of composition C7H13NOS at a distorted geometry.

Structure (XYZ):
```
23
Properties=species:S:1:pos:R:3:forces:R:3
C -1.685135 -0.383832 1.053017 1.057 1.301 -1.707
C -2.639776 -0.807263 -0.976168 -1.432 -0.394 -1.142
C -0.307155 0.300007 -0.100162 -1.650 -1.459 3.593
C 1.255007 -1.625239 0.534569 2.023 -0.317 -0.396
C 2.176494 0.538530 -0.348349 -0.564 -1.382 -3.306
C -0.217946 2.457401 1.147430 0.069 0.021 -0.572
C 1.099685 -0.119343 0.457690 -0.380 -0.094 0.287
N -2.727381 -0.720723 0.428267 0.687 0.716 1.391
O -0.462403 1.660585 -0.043401 0.090 2.294 -0.073
S -0.994728 -0.286783 -1.607051 0.553 -0.276 -0.672
H -1.692605 -0.230598 2.158901 0.223 -0.349 -0.863
H -2.752198 -1.894401 -1.140906 0.012 0.469 -0.601
H -3.503310 -0.260825 -1.547515 1.640 -0.851 1.278
H 1.317975 -1.910468 -0.497028 -0.354 -0.499 -0.798
H 0.438179 -2.128066 0.961662 -1.234 -0.553 0.640
H 2.197846 -2.137584 0.924055 -0.957 1.468 0.108
H 1.975378 0.187302 -1.414628 0.276 0.694 0.846
H 3.224883 0.347885 -0.271721 0.594 -0.729 1.091
H 2.080013 1.577466 -0.339953 -0.318 1.775 -0.088
H -1.203118 2.656822 1.633271 0.921 0.036 -0.272
H 0.372177 3.394725 0.918850 -1.190 -0.832 -0.351
H 0.472514 1.953423 1.801034 -0.193 -0.306 0.671
H 1.090112 0.432207 1.382523 0.125 -0.736 0.936
```
Positions in Å, forces in eV/Å.

Properties
Electronic energy (eV): -21839.6318
HOMO level (eV): -8.74
Frontier orbital gap (eV): 9.6

---

DFT (ωB97M-V/def2-TZVPD) results for a structure of composition C9H11ClN2O2SW at a distorted geometry.

Structure (XYZ):
```
27
Properties=species:S:1:pos:R:3:forces:R:3
Cl 1.912448 1.140481 -1.581842 -0.992 -0.928 1.027
C -0.886854 -1.473227 -2.074205 -0.448 -1.266 -0.568
C -1.018211 -2.255383 -0.868829 -0.288 -0.624 -1.287
C 0.282748 -2.655185 -0.445987 1.030 -0.290 -0.681
H -1.972507 -2.576963 -0.425471 0.609 0.533 -0.041
C 1.257462 -2.131885 -1.386488 -0.343 -1.213 -0.658
C 0.511831 -1.384593 -2.397002 0.314 -2.227 -1.222
H 0.971257 -0.830482 -3.218018 -0.336 -0.358 0.209
H -1.700183 -1.078182 -2.687814 0.295 -0.010 0.408
H 0.538256 -3.290744 0.422145 -0.239 0.689 -0.511
C 2.744203 -2.251061 -1.314540 -0.111 -0.090 0.049
W 0.266101 -0.383278 -0.617390 -1.418 4.603 2.711
C -1.096043 -0.433227 1.364500 -2.640 -1.543 3.163
C -0.827201 1.551799 -0.599561 -1.846 2.804 -4.219
O -1.843691 -0.652637 2.341053 3.100 0.561 -4.928
O -1.254091 2.628739 -0.788030 1.147 -3.226 1.092
H 3.066741 -2.285843 -0.270872 0.101 -0.065 -0.165
H 3.197334 -1.390521 -1.808825 0.123 -0.196 0.021
H 3.053389 -3.172919 -1.817129 0.057 0.121 0.052
N 0.129890 3.453964 2.411628 -0.808 -2.307 -1.539
C -0.866146 2.670606 2.108233 1.515 -2.637 -1.577
N -2.150835 2.747065 2.349469 2.970 -1.819 -1.734
S -0.101553 1.078945 1.287597 0.322 3.762 5.972
H -0.048074 4.181291 2.983675 -0.261 3.458 2.283
H 1.067082 3.253229 2.112391 0.274 0.007 0.092
H -2.810678 2.084982 2.008027 -0.440 -0.569 -0.110
H -2.422677 3.455028 2.913282 -1.686 2.830 2.160
```
Positions in Å, forces in eV/Å.

Properties
Net charge: +2
<S²>: 2.0177
Electronic energy (eV): -41749.0722
HOMO level (alpha / beta) (eV): -15.81 / -16.82
Frontier orbital gap (alpha / beta) (eV): 6.5 / 7.3
Spin multiplicity: 3

---

DFT (ωB97M-V/def2-TZVPD) results for a structure of composition C5H3BF8NO7S3.

Structure (XYZ):
```
28
Properties=species:S:1:pos:R:3:forces:R:3
O 3.973445 -2.678299 1.994124 0.064 -0.110 0.068
C 3.019532 -2.088914 1.607035 0.279 0.058 0.185
O 2.009945 -2.625482 0.901023 -0.670 0.367 0.118
C 2.820618 -0.600076 1.981896 0.280 0.336 -0.083
F 1.973152 -0.591630 3.062647 0.228 -0.060 -0.395
F 4.021769 -0.122635 2.378583 -0.488 -0.150 0.058
C 2.291964 0.434964 0.941839 0.206 0.274 0.010
F 2.263046 1.606896 1.630266 0.080 -0.371 -0.371
F 3.228404 0.516398 -0.043662 -0.356 -0.016 0.431
C 0.895162 0.275423 0.269444 -0.276 0.161 -0.430
F 0.979507 -0.629433 -0.743292 0.144 0.201 0.353
F 0.599105 1.476105 -0.267463 0.236 -0.298 0.080
C -0.264217 -0.131935 1.214163 -0.314 0.204 0.221
O -0.767686 0.720407 1.907125 0.280 -0.244 -0.125
B -0.817992 -1.627425 1.223907 0.066 0.022 -0.260
S -0.903587 -2.479779 2.761794 -0.191 -0.302 0.185
H 1.525096 -3.267929 1.443054 0.191 -0.231 -0.175
H -1.192338 -2.216891 0.269112 0.056 0.107 -0.054
H -0.478930 -1.489084 3.551560 0.118 0.129 0.113
N -2.077457 2.196419 -2.892326 -0.246 -0.391 -0.025
S -3.060267 2.015898 -1.660562 0.140 0.347 0.267
O -3.158407 0.673730 -1.175216 0.061 -0.111 0.076
O -4.249207 2.803202 -1.705286 -0.032 0.011 -0.023
F -2.148877 2.745832 -0.585442 0.009 -0.022 -0.158
S -2.521295 1.557950 -4.261639 0.114 -0.062 -0.067
O -1.428691 1.540170 -5.178075 0.116 0.175 0.083
O -3.804336 1.967844 -4.735053 -0.091 -0.033 0.006
F -2.727457 0.018271 -3.889557 -0.003 0.009 -0.087
```
Positions in Å, forces in eV/Å.

Properties
Net charge: -1
Electronic energy (eV): -75980.2029
HOMO level (eV): -6.40
Frontier orbital gap (eV): 7.8

---

DFT (ωB97M-V/def2-TZVPD) results for an isolated molecule of C17H21N5O2 at a distorted geometry.

Structure (XYZ):
```
45
Properties=species:S:1:pos:R:3:forces:R:3
C -2.947794 1.225235 2.215665 0.804 1.692 0.133
C -2.440530 2.676879 2.632924 -0.865 0.979 -2.190
C -3.261934 3.216077 3.714090 -1.486 0.686 2.350
C -2.712651 3.562370 1.429021 1.631 0.393 -2.028
O -0.970146 2.965121 2.931247 -1.809 -1.047 -0.741
C -0.320138 1.873942 3.354020 1.077 -1.697 2.359
O -0.449983 1.377428 4.470974 -0.762 0.650 -0.603
N 0.589388 1.326638 2.512708 -0.182 1.051 -1.028
C 0.926846 1.966106 1.259950 -0.328 1.001 -0.967
C 0.979955 0.934090 0.175666 1.390 -3.003 0.449
C 1.455614 -0.373328 0.367451 -0.376 2.368 0.228
C 1.792423 -1.323442 -0.756015 -0.088 0.722 2.999
C 1.222828 -1.389356 -1.939200 -0.507 -0.527 -2.427
N 1.932722 -2.369553 -2.612169 -0.005 0.045 0.156
C 1.657879 -2.970297 -3.855556 -2.592 1.807 -1.379
C 2.305241 -4.019158 -4.417020 1.455 -0.912 0.272
C 1.896000 -4.579337 -5.607049 -0.812 1.365 -1.377
C 0.838255 -3.969184 -6.327566 0.211 1.366 4.433
C 0.136803 -2.878640 -5.655643 2.385 -1.202 -0.521
N 0.611995 -2.378452 -4.492605 -0.735 -0.667 -0.440
N 2.886035 -2.892998 -1.795633 -1.187 0.505 0.065
N 2.753263 -2.291037 -0.672379 1.208 0.100 0.660
C 1.719597 -0.853533 1.815833 -2.016 1.270 -0.208
C 1.495519 0.268011 2.925136 1.052 0.022 -1.040
H -3.962870 1.218075 1.808450 0.220 0.795 -0.160
H -3.050252 0.567408 3.020941 0.481 -1.033 1.529
H -2.291339 0.828310 1.478935 0.586 -0.551 -0.633
H -4.374435 2.990402 3.573025 1.567 0.124 0.165
H -2.867715 2.715256 4.595796 -0.582 0.071 0.618
H -3.182487 4.331697 3.887858 0.181 -1.243 -0.413
H -3.645277 3.231932 0.943683 0.247 0.495 0.246
H -2.722854 4.690875 1.636013 0.093 -1.762 -0.193
H -1.864818 3.316403 0.681346 -1.396 0.717 0.803
H 0.201926 2.753827 0.918878 0.150 -1.042 0.893
H 1.855660 2.620621 1.258996 -0.380 -1.136 0.429
H 0.567225 1.324038 -0.734186 0.485 -0.313 -0.893
H 0.378081 -0.811202 -2.264323 0.090 -0.299 -0.663
H 3.225645 -4.395442 -4.016775 0.101 -0.169 0.649
H 2.539788 -5.365794 -5.994107 -0.506 -0.007 -0.216
H 0.476174 -4.340879 -7.204356 -0.797 -0.911 -2.329
H -0.719921 -2.405898 -6.193727 0.791 -0.181 0.924
H 2.689896 -1.227565 1.916269 1.664 -0.524 0.071
H 1.059999 -1.734483 2.015429 0.248 0.735 -0.175
H 2.449943 0.792763 3.181798 -0.350 -0.701 -0.275
H 1.140447 -0.203926 3.816209 -0.356 -0.032 0.466
```
Positions in Å, forces in eV/Å.

Properties
SMILES string: CC(C)(C)OC(=O)N1CC=C(c2cn(-c3ccccn3)nn2)CC1
Electronic energy (eV): -29512.4469
HOMO level (eV): -8.61
Frontier orbital gap (eV): 8.8